1.
82
Properties=species:S:1:pos:R:3:forces:R:3 method="wB97M-V/def2-TZVPD" total_charge=-2 homo_energy_ev=-2.04 gap_ev=5.841 de_lowest_kcal_mol=0.00
In 2.541748 -0.248478 0.871761 0.043 0.049 -0.001
S 2.586347 -2.992853 -3.482445 0.005 -0.017 0.014
C 1.710046 -4.068512 -2.435499 0.011 0.035 -0.036
C 1.026580 -5.244889 -2.735438 -0.005 0.032 0.031
C 0.380815 -5.898734 -1.702816 0.001 -0.024 -0.018
C 0.411871 -5.404291 -0.392197 -0.048 -0.089 -0.029
C 1.091697 -4.240245 -0.100928 0.032 0.057 0.017
C 1.747802 -3.563723 -1.131717 -0.022 -0.050 0.047
N 2.448934 -2.379555 -0.983895 0.036 -0.008 -0.010
C 2.940619 -1.960068 -2.096600 -0.058 -0.045 -0.066
C 3.656701 -0.680877 -2.242151 -0.006 0.042 0.055
C 4.298266 -0.380907 -3.446569 -0.018 0.013 0.066
C 4.929648 0.841894 -3.604347 0.006 -0.047 -0.069
C 4.911968 1.752843 -2.556715 -0.001 0.049 0.069
C 4.272508 1.436363 -1.362748 0.024 -0.065 -0.086
C 3.621021 0.215859 -1.158470 -0.027 0.032 0.012
H 0.994270 -5.628808 -3.747434 0.001 -0.005 0.002
H -0.169977 -6.810884 -1.894874 -0.006 0.001 0.012
H -0.117021 -5.971377 0.367940 0.028 0.057 0.006
H 1.127721 -3.826370 0.899004 -0.019 -0.024 0.005
H 4.303770 -1.100595 -4.259581 0.020 0.014 -0.010
H 5.424743 1.079983 -4.538817 0.002 0.011 0.006
H 5.388099 2.722144 -2.666757 0.004 -0.011 -0.034
H 4.258787 2.173051 -0.568262 0.006 0.028 0.036
S 2.483706 2.625050 1.544642 0.029 -0.007 0.036
C 2.078172 3.925718 0.439680 -0.147 0.125 -0.085
N 0.448872 5.234818 -0.817368 -0.069 0.008 0.006
C 0.931398 5.048048 -2.121421 -0.085 0.019 -0.085
C 2.230381 4.967283 -2.416397 0.050 -0.039 -0.033
C 3.283475 5.100586 -1.416156 0.025 -0.027 0.063
C 3.194022 4.698610 -0.142403 0.055 -0.054 0.056
H -0.548699 5.387338 -0.827151 -0.004 0.037 0.065
H 0.191824 4.999455 -2.919077 -0.028 -0.006 0.033
H 2.509328 4.831621 -3.454655 0.023 0.012 0.004
H 4.221162 5.537960 -1.750005 -0.008 -0.001 -0.005
H 4.054161 4.821663 0.508112 0.003 -0.006 0.004
Cl -3.367796 -6.244846 -0.241673 -0.008 0.046 -0.035
C -3.031455 -7.519441 0.949746 0.039 -0.030 -0.003
C -1.725153 -7.917189 1.125667 -0.083 -0.044 0.018
C -1.561237 -8.917670 2.054671 0.009 0.026 -0.022
Cl 0.085633 -9.525263 2.358016 0.012 -0.009 0.012
C -2.592935 -9.502899 2.784172 0.021 0.005 -0.011
Cl -2.310652 -10.767737 3.945807 0.000 -0.013 0.013
C -3.894617 -9.055627 2.567812 -0.004 -0.011 0.011
Cl -5.216924 -9.748011 3.451071 -0.005 -0.007 0.001
C -4.123503 -8.047894 1.633229 0.019 -0.009 -0.003
Cl -5.750638 -7.500450 1.355633 -0.011 0.013 -0.004
C 0.794171 4.190461 0.122332 0.128 -0.085 -0.015
Ge -0.580939 3.022238 0.841761 0.026 0.033 -0.102
C -0.663329 2.947111 2.789551 -0.005 0.071 -0.016
C -0.676663 4.136331 3.516473 -0.005 -0.013 -0.017
C -0.705583 4.126175 4.904313 -0.002 -0.011 0.020
C -0.723453 2.918009 5.587262 -0.001 0.006 -0.016
C -0.701504 1.726435 4.874805 -0.003 0.010 0.019
C -0.668117 1.742595 3.487946 -0.007 -0.044 -0.032
C -2.290980 3.843453 0.227031 -0.050 0.006 0.178
C -2.624096 3.800581 -1.128056 0.058 -0.043 -0.056
C -3.794668 4.371733 -1.608882 -0.014 0.007 0.008
C -4.670132 4.997965 -0.731884 0.016 -0.005 0.028
C -4.365561 5.042044 0.621594 -0.017 0.006 -0.020
C -3.189130 4.470499 1.092372 0.021 -0.003 -0.046
C -0.607206 1.281515 -0.038464 0.007 -0.009 0.015
C -1.536659 0.299894 0.302872 0.012 -0.015 -0.004
C -1.594915 -0.899657 -0.395262 -0.001 0.016 0.019
C -0.743849 -1.118697 -1.469886 0.005 0.002 -0.007
C 0.170438 -0.139569 -1.835217 -0.020 -0.040 0.006
C 0.248546 1.045895 -1.114444 0.009 0.046 -0.002
H -0.635987 5.086374 2.992873 0.004 0.007 0.004
H -0.702216 5.061246 5.452428 0.000 0.000 0.001
H -0.739617 2.904729 6.670583 -0.001 -0.002 0.001
H -0.691669 0.779114 5.399659 0.000 -0.003 0.005
H -0.606621 0.803095 2.949630 0.011 0.024 -0.006
H -1.958738 3.292852 -1.820934 -0.008 0.002 -0.015
H -4.028916 4.319094 -2.665642 0.004 -0.002 -0.001
H -5.588053 5.440257 -1.100219 -0.001 0.002 0.001
H -5.049055 5.519044 1.314636 0.001 -0.002 0.002
H -2.973661 4.505191 2.154265 0.000 0.000 0.002
H -2.223102 0.466653 1.126889 -0.007 -0.008 -0.001
H -2.299002 -1.667198 -0.099228 -0.012 -0.011 0.001
H -0.783133 -2.058171 -2.008620 0.003 0.005 -0.006
H 0.839394 -0.303935 -2.670671 0.009 0.004 0.001
H 0.988517 1.794551 -1.384262 -0.001 -0.014 0.000


2.
86
Properties=species:S:1:pos:R:3:forces:R:3 method="wB97M-V/def2-TZVPD" spin_multiplicity=3 homo_energy_ev="-6.04 / -7.32" gap_ev="4.878 / 4.826"
Mo -0.478843 1.482422 0.248276 0.456 -0.248 0.447
C -0.278829 2.879022 6.636330 -0.684 0.138 -0.756
C 0.764154 1.999817 6.705589 1.076 0.021 -0.829
C 1.322384 1.488589 5.517481 0.426 0.109 0.715
C 0.755184 1.933078 4.345116 0.124 -0.117 0.671
C 0.974501 1.516531 2.987379 1.368 -1.348 -1.858
N 1.916630 0.677972 2.645280 -0.013 -0.378 0.623
C 2.164385 0.238725 1.401772 -2.621 2.532 -0.320
C 3.227297 -0.539399 1.030542 2.026 -1.270 -1.814
C 4.229613 -1.148981 1.733603 1.914 -1.194 -1.275
C 5.300201 -1.809091 0.999604 -2.137 0.877 2.176
C 5.316212 -1.834824 -0.369526 -0.259 0.825 -1.013
C 4.293971 -1.156317 -1.096882 0.850 -0.343 -0.359
C 3.259194 -0.529859 -0.407564 2.622 -2.176 0.734
C 2.178449 0.204277 -0.843206 -0.933 1.504 1.280
N 1.923814 0.614131 -2.047221 0.943 -0.716 -3.200
C 1.053884 1.443457 -2.450071 -1.545 -0.087 1.684
N 0.114732 2.101921 -1.613039 0.787 -0.014 -0.598
C -0.685000 2.879516 -2.420710 1.853 -1.592 -1.467
N -1.609126 3.693831 -2.185921 -2.009 1.039 0.228
C -2.002615 3.910205 -0.928357 0.245 1.011 2.091
N -1.534354 3.297015 0.178471 -0.683 0.534 0.465
C -1.970518 4.007704 1.333697 0.443 -0.152 -3.028
N -1.540671 3.840371 2.544656 -0.563 -0.054 1.534
C -0.689507 2.959031 2.920896 0.492 -0.013 -1.119
N 0.090460 2.099920 2.131424 -0.465 0.430 0.384
C -0.301848 2.831062 4.295212 -0.383 -0.623 0.796
C -0.903109 3.266508 5.443337 0.930 -0.119 0.980
C -2.764165 5.098408 0.887569 -0.582 0.886 -0.245
C -3.381672 6.151124 1.595373 0.075 -0.877 -1.092
C -4.160698 7.028198 0.880445 -0.053 -0.395 -1.685
C -4.270958 6.924905 -0.550473 0.392 0.197 1.098
C -3.513780 6.004494 -1.241943 -0.336 -0.496 -1.126
C -2.811245 5.042931 -0.509949 -0.140 0.306 -0.177
C -0.288469 2.614143 -3.815875 -0.886 -0.284 -1.784
C -0.842046 2.929374 -5.042967 -0.300 1.534 -0.914
C -0.225833 2.541673 -6.273842 -0.457 0.439 1.169
C 0.860576 1.694538 -6.182427 0.553 -0.487 -0.192
C 1.328915 1.217002 -4.952956 -0.418 0.609 -0.214
C 0.733330 1.717273 -3.838153 0.854 0.043 1.004
N 1.506676 0.656293 0.224306 -1.327 0.370 2.405
H -0.629800 3.291084 7.535505 -0.589 0.428 1.122
H 1.215121 1.854904 7.671537 0.136 -0.468 0.109
H 2.212442 0.844865 5.537014 -0.623 0.166 -0.159
H 4.231747 -1.119748 2.797682 0.072 -0.059 0.643
H 6.043981 -2.308245 1.597904 0.284 -0.042 -0.094
H 6.204535 -2.279279 -0.843329 -0.764 0.163 -0.120
H 4.361343 -1.081732 -2.198945 -0.191 -0.132 0.787
H -1.766535 3.881819 5.523801 -0.485 0.483 -0.449
H -3.229684 6.139945 2.638910 -0.146 0.410 1.106
H -4.740633 7.822443 1.288522 -0.142 0.358 0.782
H -4.942033 7.621321 -1.049349 0.296 -0.134 -0.058
H -3.516961 5.948672 -2.354138 -0.056 0.080 0.991
H -1.673717 3.626734 -5.045091 -0.104 -0.123 -0.168
H -0.525080 2.927329 -7.279171 -0.035 -0.396 1.236
H 1.350133 1.431523 -7.100561 0.255 -0.321 -0.220
H 2.118073 0.547986 -4.707090 0.743 -0.595 -0.773
O -2.414186 1.027651 1.311054 -0.123 -0.364 -0.891
C -2.956686 0.777715 0.194081 0.015 0.112 -0.486
O -2.299644 0.842285 -0.884805 0.102 0.064 0.899
H -4.006542 0.503027 0.093972 -0.249 -0.048 0.414
C -0.501206 -6.456240 -2.735566 -0.354 0.086 0.587
C -0.132638 -6.597221 -1.237495 -0.171 0.419 0.252
C -1.230712 -7.433534 -0.564287 -0.620 0.600 0.963
C 1.213187 -7.320903 -1.074214 -0.045 0.319 0.964
C -0.051297 -5.228966 -0.494716 -1.281 1.015 -1.013
C 0.293591 -5.190203 0.852838 0.138 1.214 -0.356
C 0.313960 -3.999207 1.567902 -0.102 0.004 1.144
C -0.104751 -2.836958 0.966890 0.912 0.335 1.270
O -0.132748 -1.543297 1.446030 0.411 -0.529 1.416
B -0.493845 -0.735671 0.403593 -0.458 0.819 -0.579
O -0.778935 -1.514180 -0.710855 0.322 -1.150 -0.326
C -0.451074 -2.815091 -0.323759 -1.132 -0.882 -2.857
C -0.495952 -3.995781 -1.088582 0.494 -0.465 0.342
H -0.620055 -7.431505 -3.216774 0.223 0.024 0.166
H 0.226936 -5.874786 -3.272418 0.531 0.150 -0.282
H -1.453755 -5.935475 -2.876010 -0.005 -0.088 0.209
H -1.384589 -8.365449 -1.097813 0.150 -0.346 0.078
H -2.195535 -6.886328 -0.620385 0.469 -0.246 0.086
H -1.027706 -7.616433 0.533788 -0.124 0.056 -1.258
H 1.173811 -8.281300 -1.584930 0.296 0.071 -0.317
H 1.380194 -7.568617 0.008743 -0.031 0.334 -0.927
H 2.021271 -6.644774 -1.408512 -0.159 -0.677 -0.029
H 0.589494 -6.052028 1.380263 0.301 -1.030 0.376
H 0.602951 -3.983290 2.621509 -0.038 -0.059 -0.327
H -0.857745 -3.960080 -2.118053 0.238 0.022 0.328


3.
107
Properties=species:S:1:pos:R:3:forces:R:3 method="wB97M-V/def2-TZVPD" total_charge=-1 homo_energy_ev=-4.50 gap_ev=4.146
C -4.195446 0.007982 -0.311101 1.362 0.083 0.085
C -2.863068 -0.627964 -0.521585 -0.364 0.429 -0.500
C -1.908047 -0.405870 -1.866792 -2.278 -1.094 -0.174
C -0.957293 0.953012 -1.644767 -1.143 -2.503 -1.161
N -1.919891 2.078926 -1.355225 2.721 1.413 1.621
C -1.381842 3.099329 -0.381185 -1.200 1.857 -0.932
F -1.470434 2.660796 1.062596 0.916 0.918 -4.260
F 0.003805 3.593227 -0.727322 -3.483 -1.665 1.817
C -2.328691 4.477661 -0.439034 -2.052 3.709 0.628
C -3.623007 4.679334 -1.422086 0.615 1.942 1.765
C -4.566648 6.020286 -1.434593 3.659 0.053 3.279
C -4.192088 7.247700 -0.385074 2.227 -3.264 -0.070
C -2.891619 7.074661 0.620721 -0.290 -2.532 -2.043
C -2.457724 8.220177 1.738075 -1.151 -1.544 0.167
F -3.569741 9.203348 1.868756 4.061 -2.486 -0.285
F -2.402030 7.496596 3.059917 0.314 2.790 -3.781
F -1.137717 8.830212 1.452855 -4.551 -1.558 1.398
C -1.958613 5.702602 0.595622 -3.220 0.050 -2.603
O -0.030133 0.612070 -0.559390 1.576 0.292 -2.378
B 1.347033 0.382152 -1.034588 0.829 1.199 -0.122
O 2.339393 1.472792 -0.728942 -2.386 -3.155 0.945
O 1.801504 -0.846289 -1.735776 0.617 3.827 0.840
C -0.262310 1.246822 -3.099836 3.219 0.529 -7.624
O 0.192345 2.462199 -3.514832 -2.888 -5.550 3.567
O -0.128624 0.164148 -4.130851 -1.241 4.423 6.049
H -4.192132 1.054281 0.262160 -0.341 -3.164 0.340
H -5.227035 -0.397336 -0.693168 2.389 1.583 -0.828
H -2.406718 -1.312270 0.338529 -0.073 2.893 -1.124
H -1.286613 -1.355932 -2.151304 -0.884 2.104 0.568
H -2.652781 -0.157995 -2.758624 1.627 -0.481 1.709
H -2.121940 2.504816 -2.309817 0.684 -0.139 1.855
H -3.895263 3.786013 -2.161829 0.580 2.240 1.844
H -5.513263 6.148941 -2.124168 2.296 -0.473 1.535
H -4.851143 8.232261 -0.358062 1.663 -2.376 0.022
H -1.043619 5.553569 1.312017 -2.054 0.497 -1.519
H 2.146703 1.699637 0.239386 0.210 -0.059 -2.093
H 2.700034 -0.604855 -2.147373 -1.926 -0.632 0.814
C -2.288955 -3.888845 -7.918383 0.094 0.113 -0.222
C -2.611545 -4.105931 -6.641853 -0.939 -1.585 -0.101
C -2.204582 -3.156835 -5.568897 0.436 0.823 0.619
O -2.531932 -3.373183 -4.407412 -0.106 -0.310 -0.639
C -1.408551 -1.981092 -5.954336 -0.356 -0.432 0.355
C -1.083121 -1.766022 -7.230456 0.942 1.467 -0.030
C -1.513644 -2.700468 -8.306371 0.032 -0.148 -0.737
O -1.214791 -2.466356 -9.472578 -0.105 -0.040 0.674
O -0.332909 -0.664519 -7.599332 -1.025 -1.697 -0.411
O -3.337827 -5.222076 -6.269221 0.849 1.521 0.264
H -2.580148 -4.569266 -8.708670 0.009 0.039 0.049
H -1.104183 -1.308856 -5.162378 0.193 0.318 0.254
H -0.232148 -0.732048 -8.573903 -0.066 0.019 0.484
H -3.443682 -5.151305 -5.295535 0.091 -0.001 -0.373
C -2.914988 -6.762595 -0.331414 -0.047 -0.321 0.478
C -3.094463 -5.565964 -0.894072 0.637 -0.178 -2.070
C -3.622728 -4.414460 -0.111378 -0.304 1.180 0.089
O -3.759071 -3.322052 -0.650883 0.070 -1.236 0.169
C -3.969380 -4.641756 1.300277 0.014 0.152 -0.202
C -3.793083 -5.839355 1.861811 -0.551 0.303 1.592
C -3.239057 -6.983019 1.086427 0.369 -0.861 -0.407
O -3.071166 -8.066983 1.635056 -0.240 0.732 -0.018
O -4.119313 -6.060635 3.187256 0.622 -0.521 -1.633
O -2.794597 -5.351887 -2.226879 -0.745 0.321 2.146
H -2.529715 -7.607636 -0.888001 -0.015 0.058 0.045
H -4.369063 -3.801082 1.852780 0.036 -0.015 -0.040
H -3.899234 -7.002704 3.356286 -0.064 0.406 -0.105
H -3.009008 -4.408327 -2.394208 0.224 -0.156 -0.207
C 3.992175 -5.412717 -0.754206 -0.063 0.165 -0.110
C 3.983651 -6.143293 0.362445 1.004 -1.301 -0.482
C 3.215948 -5.711879 1.563340 -0.554 0.327 0.886
O 3.211766 -6.413634 2.568594 0.254 0.089 -0.676
C 2.485760 -4.436545 1.492997 0.289 -0.670 0.325
C 2.497245 -3.704425 0.377420 -1.409 2.087 0.440
C 3.242259 -4.149609 -0.832083 0.339 0.247 -1.259
O 3.219026 -3.464167 -1.848837 0.040 -0.567 1.023
O 1.815422 -2.503542 0.305339 1.489 -2.497 0.042
O 4.688256 -7.330307 0.444000 -1.068 1.279 0.657
H 4.544051 -5.715530 -1.635147 -0.047 0.021 0.047
H 1.946565 -4.126034 2.378767 0.014 -0.023 -0.055
H 1.976400 -2.166292 -0.602874 -0.287 0.510 -0.250
H 4.522318 -7.670435 1.350122 0.028 0.178 -0.369
C 2.578708 0.588736 4.127354 -0.180 0.026 -0.387
C 3.131386 -0.192559 5.057324 -0.978 0.241 1.354
C 4.334781 -1.017525 4.759158 0.772 -0.631 0.074
O 4.831610 -1.711216 5.639479 -0.518 0.524 -0.353
C 4.883572 -0.967976 3.394983 -0.015 -0.138 0.450
C 4.328662 -0.189267 2.464214 1.117 -0.302 -1.811
C 3.142311 0.656331 2.770275 -0.834 0.478 0.257
O 2.665565 1.375822 1.898952 0.602 -0.425 0.823
O 4.837662 -0.139979 1.179424 -1.252 0.453 1.706
O 2.605643 -0.263293 6.334319 1.233 -0.424 -1.386
H 1.705238 1.195262 4.331061 0.143 -0.144 -0.047
H 5.747523 -1.586048 3.186864 -0.053 0.038 0.005
H 4.264999 0.494849 0.696153 0.139 -0.203 -0.119
H 3.181930 -0.893464 6.819145 -0.231 0.259 -0.227
C 2.530666 5.210628 5.450523 -0.054 -0.283 -0.177
C 2.987152 6.460100 5.556185 -0.329 0.401 1.759
C 3.577705 7.169398 4.387519 0.453 0.658 -0.771
O 3.971434 8.323894 4.510507 -0.315 -0.724 0.294
C 3.669690 6.439979 3.113124 0.079 0.444 0.354
C 3.216309 5.189316 3.008577 0.345 -0.684 -2.075
C 2.600858 4.490249 4.169895 -0.496 -0.741 0.584
O 2.176421 3.347159 4.038144 0.407 1.181 -0.047
O 3.302101 4.497006 1.814616 -0.413 0.466 2.192
O 2.926957 7.142657 6.757272 0.420 -0.235 -1.840
H 2.096995 4.683965 6.291281 0.010 0.034 -0.059
H 4.117289 6.960935 2.276465 -0.051 -0.031 0.042
H 2.906330 3.616413 1.994676 0.051 0.173 -0.215
H 3.317198 8.025257 6.575589 -0.173 -0.361 0.031


| no. | molar mass (g mol⁻¹) | E_tot (Eh) |
| --- | --- | --- |
| 1 | 1001.54 | -7129.3244 |
| 2 | 828.51 | -2488.2272 |
| 3 | 1068.51 | -4117.2474 |